1.
This record from OMol25 describes C44H41N2O4PtSSiTe as an isolated structure in a non-equilibrium geometry. The level of theory is ωB97M-V with the def2-TZVPD basis set.

Output
frontier orbital gap (alpha / beta) = 4.35 / 6.61 eV
lowest unoccupied orbital energy (alpha / beta) = 0.063 / 0.062 Ha
DFT total energy = -86714.89386 eV

Structure (ORCA input):
```
! RIJCOSX wB97M-V def2-TZVPD def2/J DEFGRID3
* xyz -1 3
Pt -4.90 -22.55 -4.47
C -12.01 -23.56 -4.95
C -10.51 -23.68 -4.88
C -9.85 -24.51 -5.79
C -8.42 -24.60 -5.72
C -7.81 -25.84 -6.41
O -8.22 -26.98 -6.10
C -6.70 -25.71 -7.42
C -6.90 -25.01 -8.60
C -5.86 -25.03 -9.53
C -4.61 -25.66 -9.26
C -4.51 -26.45 -8.12
C -5.49 -26.39 -7.17
C -7.69 -23.69 -4.97
O -6.35 -23.93 -4.98
C -8.33 -22.88 -3.98
C -9.76 -22.89 -3.95
C -7.65 -22.00 -3.05
N -6.31 -21.87 -3.00
C -5.86 -20.53 -2.57
C -6.01 -19.56 -3.74
Te -5.00 -20.31 -5.52
C -6.74 -20.60 -6.71
C -6.52 -20.86 -8.08
C -7.61 -20.94 -8.96
C -8.91 -20.79 -8.39
C -9.13 -20.54 -7.07
C -8.03 -20.40 -6.21
C -8.46 -21.19 -2.11
C -8.21 -21.33 -0.70
C -8.90 -20.59 0.21
C -9.74 -19.56 -0.18
C -10.05 -19.47 -1.53
C -9.48 -20.29 -2.46
H -12.33 -22.64 -5.39
H -12.53 -23.48 -3.97
H -12.41 -24.41 -5.49
H -10.35 -25.08 -6.56
H -7.85 -24.48 -8.82
H -5.96 -24.55 -10.51
H -3.85 -25.66 -10.03
H -3.63 -27.03 -7.94
H -5.35 -26.81 -6.17
H -10.27 -22.32 -3.17
H -4.84 -20.72 -2.31
H -6.40 -20.15 -1.68
H -5.53 -18.56 -3.59
H -7.06 -19.44 -3.95
H -5.52 -21.04 -8.46
H -7.42 -20.94 -10.01
H -9.76 -20.91 -9.11
H -10.13 -20.46 -6.65
H -8.26 -20.56 -5.16
H -7.60 -22.12 -0.35
H -8.76 -20.67 1.31
H -10.13 -18.84 0.52
H -10.81 -18.71 -1.85
H -9.85 -20.29 -3.53
C 0.62 -19.40 -3.66
Si 0.22 -21.13 -2.94
C 1.83 -22.15 -2.68
C -0.70 -21.26 -1.30
C -0.74 -22.06 -4.27
C -0.35 -23.14 -5.03
C -1.18 -23.79 -5.92
C -2.54 -23.61 -5.80
N -2.96 -22.59 -4.97
C -2.16 -21.73 -4.42
S -2.83 -20.24 -3.69
H 1.11 -18.72 -2.93
H -0.21 -18.83 -4.12
H 1.38 -19.58 -4.49
H 2.35 -21.90 -1.74
H 2.53 -21.90 -3.49
H 1.73 -23.24 -2.75
H 0.03 -21.25 -0.45
H -1.27 -22.16 -1.27
H -1.35 -20.40 -1.07
H 0.70 -23.49 -4.93
H -0.81 -24.46 -6.62
H -3.35 -24.30 -6.09
O -4.22 -26.68 -3.73
C -4.64 -25.60 -3.35
O -3.98 -24.46 -3.50
C -5.82 -25.47 -2.41
C -5.65 -24.55 -1.41
C -6.58 -24.38 -0.37
C -7.83 -25.02 -0.48
C -8.03 -25.80 -1.59
C -7.00 -26.15 -2.47
H -4.79 -23.88 -1.49
H -6.31 -23.73 0.46
H -8.57 -24.98 0.31
H -9.06 -26.01 -1.84
H -7.16 -26.87 -3.22
*
```

2.
This record from OMol25 describes C44H42BF4IN4O4STeTi as an isolated structure in a non-equilibrium geometry. The level of theory is ωB97M-V with the def2-TZVPD basis set.

Output
frontier orbital gap (alpha / beta) = 6.42 / 6.72 eV
lowest unoccupied orbital energy (alpha / beta) = -0.121 / -0.120 Ha
DFT total energy = -121355.10532 eV

Structure (ORCA input):
```
! RIJCOSX wB97M-V def2-TZVPD def2/J DEFGRID3
* xyz 1 2
Ti 0.31 0.05 -0.49
N 3.08 2.79 1.15
C 3.93 2.16 2.08
C 4.59 2.91 3.04
C 5.42 2.29 3.96
C 5.57 0.92 3.95
C 4.90 0.16 3.00
C 4.09 0.78 2.06
S 3.31 -0.18 0.79
N 2.07 0.85 0.29
C 2.07 2.12 0.51
C 0.86 2.81 0.08
C 0.68 4.19 0.12
C -0.52 4.75 -0.28
C -1.51 3.90 -0.74
C -1.26 2.55 -0.79
N -0.12 1.99 -0.37
H 2.96 3.78 1.28
H 4.48 3.99 3.05
H 5.95 2.89 4.69
H 6.22 0.43 4.66
H 5.02 -0.92 2.95
H 1.49 4.83 0.44
H -0.67 5.81 -0.24
H -2.47 4.28 -1.07
H -2.00 1.87 -1.19
I 0.05 -3.34 7.66
C -0.06 -2.21 5.90
C 0.79 -2.50 4.84
C 0.68 -1.78 3.66
C -0.27 -0.77 3.54
C -1.10 -0.48 4.62
C -1.00 -1.19 5.80
C -0.44 -0.05 2.25
O -1.27 0.86 2.13
O 0.30 -0.46 1.28
H 1.52 -3.30 4.93
H 1.33 -1.99 2.82
H -1.83 0.32 4.51
H -1.66 -0.97 6.63
C -8.46 -4.19 2.23
C -7.26 -3.48 1.69
C -7.38 -2.46 0.76
C -6.29 -1.70 0.34
C -6.52 -0.66 -0.72
C -5.03 -1.98 0.88
Te -3.37 -0.61 1.16
N -2.00 -0.55 -0.23
C -1.90 -0.67 -1.53
O -0.79 -0.24 -2.01
C -2.87 -1.23 -2.50
C -3.75 -2.25 -2.17
C -4.58 -2.79 -3.14
C -4.54 -2.31 -4.43
C -3.66 -1.28 -4.77
C -2.82 -0.75 -3.81
C -4.37 1.20 0.68
C -4.41 1.68 -0.62
C -5.08 2.86 -0.90
C -5.70 3.55 0.13
C -5.64 3.08 1.43
C -4.97 1.89 1.73
C -4.88 1.38 3.15
C -4.86 -3.09 1.74
C -3.50 -3.55 2.22
C -5.98 -3.81 2.13
H -9.35 -3.97 1.65
H -8.64 -3.88 3.26
H -8.30 -5.27 2.24
H -8.36 -2.23 0.34
H -7.15 -1.08 -1.51
H -5.59 -0.34 -1.17
H -7.05 0.21 -0.32
H -3.78 -2.64 -1.16
H -5.25 -3.61 -2.89
H -5.19 -2.73 -5.19
H -3.63 -0.91 -5.79
H -2.11 0.03 -4.06
H -3.94 1.13 -1.43
H -5.12 3.23 -1.91
H -6.24 4.47 -0.08
H -6.12 3.62 2.23
H -5.50 1.97 3.82
H -3.85 1.43 3.49
H -5.22 0.34 3.20
H -2.71 -3.30 1.50
H -3.50 -4.63 2.35
H -3.24 -3.10 3.18
H -5.85 -4.66 2.79
F 1.73 -0.97 -1.53
B 2.26 -0.02 -2.63
F 1.45 1.12 -2.38
F 3.56 0.22 -2.34
F 1.99 -0.62 -3.81
C -0.16 -3.75 -2.41
C -0.62 -3.62 -0.97
O 0.05 -2.55 -0.29
H -0.70 -4.57 -2.90
H 0.91 -3.97 -2.46
H -0.35 -2.83 -2.96
H -0.45 -4.55 -0.42
H -1.68 -3.39 -0.92
H 0.99 -2.75 -0.33
*
```

3.
This record from OMol25 describes C44H42BrF9N4O5P2RuSSe2 as an isolated structure in a non-equilibrium geometry. The level of theory is ωB97M-V with the def2-TZVPD basis set.

Output
frontier orbital gap (alpha / beta) = 6.54 / 6.33 eV
lowest unoccupied orbital energy (alpha / beta) = -0.153 / -0.161 Ha
DFT total energy = -319686.27872 eV

Structure (ORCA input):
```
! RIJCOSX wB97M-V def2-TZVPD def2/J DEFGRID3
* xyz 1 2
Ru 0.78 1.29 0.10
F 8.37 1.17 -1.61
C 7.19 1.16 -1.00
C 7.10 0.85 0.36
F 8.20 0.57 1.05
C 5.86 0.86 0.98
F 5.80 0.61 2.29
C 4.68 1.13 0.28
P 3.06 1.18 1.15
C 3.16 -0.25 2.27
C 2.48 -0.17 3.49
C 2.51 -1.25 4.35
C 3.16 -2.41 3.99
C 3.79 -2.51 2.76
C 3.78 -1.43 1.89
C 3.46 2.67 2.12
C 3.39 3.86 1.39
C 3.77 5.05 1.97
C 4.18 5.07 3.30
C 4.22 3.90 4.03
C 3.88 2.69 3.45
C 4.80 1.45 -1.07
Br 3.27 1.92 -2.08
C 6.03 1.46 -1.71
F 6.10 1.77 -3.00
H 1.94 0.73 3.74
H 2.02 -1.17 5.32
H 3.19 -3.25 4.67
H 4.29 -3.42 2.48
H 4.27 -1.50 0.93
H 3.02 3.84 0.37
H 3.74 5.96 1.40
H 4.47 6.00 3.75
H 4.52 3.92 5.06
H 3.96 1.77 4.02
Se -0.28 3.23 -1.77
P -0.54 1.40 -2.94
Se 0.31 -0.36 -1.97
C 0.29 1.58 -4.56
C 0.83 0.47 -5.19
C 1.31 0.58 -6.48
C 1.23 1.80 -7.14
C 0.71 2.91 -6.50
C 0.23 2.81 -5.20
C -2.27 1.17 -3.50
C -2.73 -0.11 -3.78
C -4.00 -0.28 -4.30
C -4.80 0.82 -4.55
C -4.34 2.09 -4.25
C -3.07 2.28 -3.74
H 0.89 -0.48 -4.67
H 1.72 -0.29 -6.97
H 1.58 1.88 -8.16
H 0.66 3.86 -7.01
H -0.17 3.68 -4.69
H -2.10 -0.96 -3.58
H -4.36 -1.28 -4.53
H -5.78 0.68 -4.97
H -4.98 2.95 -4.43
H -2.71 3.28 -3.52
F 0.51 4.01 1.00
C -0.18 2.88 1.37
F 0.45 2.48 2.54
C -1.59 3.35 1.72
F -2.09 4.08 0.72
F -1.68 4.08 2.84
F -2.43 2.31 1.89
C -4.43 -5.76 -0.14
C -4.17 -6.36 1.22
S -2.44 -6.08 1.70
O -2.20 -6.58 3.02
O -1.56 -6.51 0.65
C -2.23 -4.26 1.76
C -0.86 -4.02 2.37
N -0.48 -2.62 2.27
C 0.28 -2.05 1.32
N 0.31 -0.73 1.47
C -0.42 -0.43 2.56
C -0.93 -1.60 3.08
N -1.72 -1.72 4.24
O -2.35 -2.75 4.40
O -1.72 -0.77 5.00
C 1.04 -2.78 0.29
H -5.36 -6.13 -0.56
H -3.61 -6.06 -0.80
H -4.48 -4.67 -0.10
H -4.29 -7.43 1.21
H -4.79 -5.94 2.02
H -3.01 -3.84 2.39
H -2.28 -3.91 0.74
H -0.12 -4.62 1.85
H -0.89 -4.31 3.42
H -0.56 0.56 2.95
H 1.53 -3.65 0.72
H 1.80 -2.12 -0.11
H 0.40 -3.11 -0.53
C -4.20 2.51 -0.69
N -4.08 1.10 -0.38
C -5.30 0.41 -0.04
C -2.90 0.49 -0.37
C -2.90 -1.00 -0.12
O -1.84 1.08 -0.60
H -4.96 2.65 -1.46
H -3.25 2.88 -1.07
H -4.49 3.08 0.18
H -6.13 1.12 -0.02
H -5.22 -0.03 0.95
H -5.53 -0.37 -0.77
H -3.52 -1.50 -0.86
H -3.29 -1.23 0.87
H -1.88 -1.35 -0.21
*
```